Record 1
Density functional theory data (ωB97M-V/def2-TZVPD) for C23H32NOP2PtS as an isolated structure at a distorted geometry.

Structure (XYZ):
```
61
C23H32NOP2PtS (ωB97M-V/def2-TZVPD)
Pt 0.183 0.090 0.215
S -0.012 -0.313 -4.566
C -1.178 0.940 -4.273
C -1.928 1.676 -5.187
C -2.800 2.626 -4.692
C -2.931 2.838 -3.313
C -2.188 2.108 -2.410
C -1.292 1.155 -2.895
N -0.464 0.354 -2.129
C 0.244 -0.454 -2.852
C 1.179 -1.397 -2.220
C 1.957 -2.268 -2.980
C 2.829 -3.140 -2.350
C 2.918 -3.137 -0.966
C 2.149 -2.258 -0.208
C 1.257 -1.375 -0.812
H -1.830 1.509 -6.251
H -3.394 3.211 -5.380
H -3.626 3.588 -2.957
H -2.285 2.244 -1.338
H 1.886 -2.255 -4.062
H 3.439 -3.813 -2.937
H 3.599 -3.818 -0.471
H 2.252 -2.271 0.871
C 3.427 1.604 -0.022
P 1.630 1.756 0.052
C 1.229 2.915 -1.275
C 1.397 2.790 1.549
C -0.080 2.875 1.921
P -0.725 1.180 2.061
C -0.306 0.770 3.780
C -2.525 1.476 2.170
H 3.869 2.601 -0.002
H 3.716 1.096 -0.943
H 3.786 1.019 0.823
H 1.798 3.832 -1.123
H 0.163 3.131 -1.291
H 1.500 2.476 -2.237
H 1.807 3.787 1.369
H 1.981 2.327 2.349
H -0.655 3.383 1.142
H -0.219 3.434 2.849
H -0.730 1.527 4.439
H 0.775 0.731 3.910
H -0.715 -0.206 4.045
H -2.720 2.416 2.687
H -3.002 0.667 2.724
H -2.958 1.510 1.172
C -2.730 -3.320 0.874
C -3.298 -2.834 -0.464
C -2.183 -1.940 -0.964
O -1.749 -1.242 0.223
C -1.931 -2.113 1.368
H -2.071 -4.174 0.715
H -3.503 -3.607 1.584
H -4.201 -2.243 -0.299
H -3.521 -3.643 -1.156
H -2.494 -1.199 -1.695
H -1.355 -2.530 -1.369
H -2.480 -1.541 2.119
H -0.960 -2.395 1.775
```

Summary:
Strongest force on any atom   1.5 eV/Å
Net charge   +1
HOMO-LUMO gap   7.78 eV
ΔE to the lowest compared entry with this formula, charge and spin   18.68 kcal/mol
E   -2225.69959 a.u.
Highest occupied orbital energy   -10.542 eV

=====

Record 2
Density functional theory data (ωB97M-V/def2-TZVPD) for C31H42N10NaO2S as an isolated structure at a distorted geometry.

Structure (XYZ):
```
87
C31H42N10NaO2S (ωB97M-V/def2-TZVPD)
Na -1.225 -0.573 -0.391
C -3.213 -0.653 -2.182
C -3.639 0.582 -1.643
C -3.785 1.490 -2.707
C -3.448 0.821 -3.902
C -3.092 -0.500 -3.581
H -3.136 -1.594 -1.643
H -3.888 0.769 -0.606
H -4.094 2.525 -2.621
H -3.455 1.253 -4.895
H -2.803 -1.273 -4.282
N 1.377 -8.180 2.406
C 1.075 -6.860 2.047
C 2.088 -5.992 1.635
C 1.798 -4.681 1.311
C 0.495 -4.215 1.403
C -0.517 -5.065 1.815
C -0.228 -6.383 2.137
S 0.148 -2.509 1.100
O -1.289 -2.438 0.813
O 0.572 -1.820 2.302
N 0.957 -1.952 -0.107
C 0.889 -2.486 -1.372
N 0.593 -1.609 -2.349
C 0.577 -2.068 -3.590
C 0.845 -3.389 -3.902
C 1.120 -4.214 -2.825
N 1.155 -3.788 -1.572
H 2.207 -8.551 1.970
H 0.601 -8.819 2.324
H 3.105 -6.359 1.558
H 2.576 -4.016 0.962
H -1.530 -4.692 1.867
H -1.021 -7.049 2.456
H 0.310 -1.349 -4.358
H 0.818 -3.757 -4.917
H 1.322 -5.271 -2.974
C -2.040 5.364 -1.221
N -0.809 4.678 -0.873
C -0.342 4.961 0.470
C -0.748 3.320 -1.294
N -0.993 2.287 -0.596
C -1.463 2.206 0.703
C -2.738 2.616 1.089
C -3.205 2.350 2.367
C -2.417 1.641 3.265
C -1.150 1.213 2.892
C -0.652 1.507 1.625
N 0.564 1.072 1.090
C 1.650 0.956 1.728
N 2.787 0.644 1.004
C 3.672 -0.414 1.459
C 2.690 0.758 -0.438
N 1.811 1.344 3.099
C 2.740 2.449 3.246
C 1.952 0.354 4.149
N -0.365 3.146 -2.591
C -0.114 4.217 -3.517
C -0.259 1.788 -3.106
H -2.837 5.185 -0.488
H -2.397 5.021 -2.192
H -1.862 6.443 -1.277
H -1.067 4.714 1.254
H -0.114 6.028 0.534
H 0.573 4.402 0.663
H -3.370 3.099 0.356
H -4.205 2.661 2.646
H -2.798 1.393 4.247
H -0.553 0.617 3.565
H 3.328 -0.835 2.397
H 4.702 -0.061 1.577
H 3.659 -1.231 0.732
H 2.222 1.706 -0.701
H 2.097 -0.046 -0.883
H 3.705 0.734 -0.843
H 2.511 3.227 2.517
H 3.792 2.152 3.118
H 2.620 2.874 4.245
H 1.325 -0.510 3.937
H 1.620 0.801 5.091
H 2.989 0.019 4.293
H 0.863 4.084 -3.993
H -0.116 5.173 -3.001
H -0.870 4.234 -4.310
H -1.230 1.383 -3.409
H 0.163 1.134 -2.345
H 0.418 1.810 -3.963
```

Summary:
Strongest force on any atom   1.1 eV/Å
Net charge   -1
HOMO-LUMO gap   5.61 eV
ΔE to the lowest compared entry with this formula, charge and spin   0.00 kcal/mol
E   -2465.05020 a.u.
Highest occupied orbital energy   -3.361 eV

=====

Record 3
Density functional theory data (ωB97M-V/def2-TZVPD) for C21H46NO2P2Pb as an isolated structure at a distorted geometry.

Structure (XYZ):
```
73
C21H46NO2P2Pb (ωB97M-V/def2-TZVPD)
Pb 0.008 0.386 0.013
P -1.393 -0.079 -2.313
P 1.554 -0.488 2.134
N 0.193 -1.981 -0.341
C -1.155 -1.891 -2.515
H -2.105 -2.324 -2.869
H -0.408 -2.053 -3.301
C -0.704 -2.643 -1.246
H -1.611 -3.037 -0.724
H -0.192 -3.577 -1.573
C 0.441 -2.774 0.836
H 0.707 -3.793 0.502
H -0.496 -2.930 1.423
C 1.553 -2.289 1.791
H 2.528 -2.560 1.360
H 1.452 -2.833 2.747
C 0.792 -0.213 3.790
C 0.436 1.255 4.013
H -0.323 1.318 4.809
H 0.002 1.742 3.117
H 1.307 1.852 4.334
C 3.277 0.134 2.037
C 3.357 1.655 2.268
H 4.349 1.998 1.958
H 3.226 1.910 3.325
H 2.620 2.211 1.675
C -0.576 0.753 -3.732
C -0.683 2.287 -3.641
H 0.000 2.720 -4.378
H -0.389 2.672 -2.656
H -1.695 2.636 -3.870
C -3.193 0.303 -2.214
C -3.434 1.671 -1.556
H -4.509 1.780 -1.357
H -3.127 2.493 -2.215
H -2.910 1.778 -0.595
C -0.068 3.323 0.325
C 4.277 -0.642 2.896
H 4.080 -0.526 3.966
H 4.285 -1.710 2.653
H 5.280 -0.248 2.693
C -0.993 0.217 -5.104
H -0.366 0.701 -5.861
H -0.842 -0.865 -5.187
H -2.038 0.446 -5.335
C -3.929 0.180 -3.549
H -5.009 0.253 -3.351
H -3.670 0.996 -4.236
H -3.751 -0.784 -4.039
C 1.614 -0.786 4.943
H 2.501 -0.168 5.169
H 0.985 -0.783 5.848
H 1.935 -1.822 4.772
H -0.146 -0.785 3.723
H -3.593 -0.475 -1.534
H 3.540 -0.052 0.974
H 0.492 0.485 -3.582
O -0.060 4.466 0.437
H 1.402 -1.036 -1.067
H 1.624 -0.192 -1.127
C -4.319 0.395 2.569
C -4.599 -0.718 1.557
C -3.211 -1.269 1.227
O -2.264 -0.185 1.439
C -2.859 0.795 2.334
H -4.996 1.251 2.457
H -4.431 0.008 3.585
H -5.052 -0.299 0.645
H -5.264 -1.491 1.940
H -2.944 -2.105 1.906
H -3.119 -1.626 0.196
H -2.777 1.793 1.885
H -2.283 0.798 3.283
```

Summary:
Strongest force on any atom   4.2 eV/Å
Net charge   +1
HOMO-LUMO gap   6.91 eV
E   -1908.22112 a.u.
Highest occupied orbital energy   -9.576 eV

=====

Record 4
Density functional theory data (ωB97M-V/def2-TZVPD) for a 8-piece molecular cluster, C26H48O12 overall.

Structure (XYZ):
```
86
C26H48O12 (ωB97M-V/def2-TZVPD)
C -4.084 0.778 1.090
C -4.132 1.451 -0.240
C -3.343 2.744 -0.351
O -2.979 2.761 -1.739
C -2.913 1.477 -2.164
O -2.432 1.131 -3.193
O -3.469 0.648 -1.252
H -4.152 -0.306 0.981
H -4.868 1.091 1.775
H -3.113 0.960 1.561
H -5.145 1.651 -0.600
H -2.472 2.791 0.306
H -3.957 3.626 -0.169
C 5.123 -1.324 -2.799
C 4.531 -0.294 -3.726
C 3.476 0.610 -3.075
O 3.834 1.916 -3.494
C 5.092 1.909 -4.001
O 5.693 2.873 -4.329
O 5.558 0.642 -4.090
H 4.351 -2.017 -2.458
H 5.536 -0.838 -1.914
H 5.901 -1.881 -3.317
H 4.134 -0.779 -4.620
H 3.502 0.479 -1.989
H 2.454 0.387 -3.369
C 4.778 -1.240 2.220
C 3.773 -0.110 2.077
C 2.520 -0.222 2.893
O 3.974 0.813 1.320
H 5.465 -1.183 1.381
H 4.245 -2.192 2.225
H 5.299 -1.149 3.172
H 2.679 -0.453 3.948
H 1.879 -1.003 2.468
H 1.907 0.679 2.876
C 0.457 6.766 0.274
C 0.740 5.540 -0.546
C -0.020 4.279 -0.183
O 1.534 5.553 -1.454
H -0.612 6.987 0.281
H 1.016 7.610 -0.121
H 0.778 6.601 1.306
H -0.168 4.289 0.903
H 0.568 3.400 -0.424
H -0.996 4.284 -0.667
C 1.216 0.620 -0.516
C 0.097 0.437 0.468
C -0.808 -0.731 0.222
O -0.063 1.189 1.410
H 1.471 -0.348 -0.957
H 2.094 1.131 -0.137
H 0.789 1.172 -1.366
H -0.263 -1.674 0.310
H -1.182 -0.732 -0.809
H -1.660 -0.708 0.895
C -3.277 -3.184 -0.293
C -3.458 -3.732 1.103
C -4.097 -5.090 1.208
O -3.084 -3.140 2.087
H -3.204 -2.101 -0.333
H -4.080 -3.521 -0.947
H -2.326 -3.569 -0.678
H -4.216 -5.376 2.249
H -3.508 -5.836 0.665
H -5.078 -5.119 0.724
C -0.200 -0.981 -4.203
C 0.323 -2.066 -3.300
C -0.550 -3.273 -3.047
O 1.436 -2.012 -2.819
H -1.226 -1.189 -4.502
H 0.448 -0.912 -5.077
H -0.215 -0.006 -3.718
H -1.603 -2.988 -3.100
H -0.319 -3.712 -2.080
H -0.373 -4.025 -3.818
C -1.650 -1.670 6.481
C -1.368 -0.457 5.598
C -1.366 -0.684 4.111
O -1.201 0.632 6.090
H -1.177 -2.566 6.089
H -2.732 -1.801 6.527
H -1.310 -1.402 7.479
H -2.379 -0.946 3.782
H -0.770 -1.567 3.873
H -1.073 0.207 3.560
```

Summary:
Strongest force on any atom   1.0 eV/Å
HOMO-LUMO gap   9.48 eV
ΔE to the lowest compared entry with this formula, charge and spin   0.00 kcal/mol
SMILES   C[C@H]1COC(=O)O1.C[C@H]1COC(=O)O1.CC(C)=O.CC(C)=O.CC(C)=O.CC(C)=O.CC(C)=O.CC(C)=O
E   -1922.39156 a.u.
Highest occupied orbital energy   -9.263 eV